1.
Here is 2 unconnected molecules or ions with the total composition C2H8N2O2 from OMol25. Energies are from ωB97M-V/def2-TZVPD.

Geometry (Å):
C1 1.87 0.08 -0.60
C2 -1.87 -0.75 0.72
N1 1.24 -0.42 0.61
N2 0.42 0.22 1.39
O1 -0.09 2.39 0.30
O2 0.23 1.43 1.49
H1 2.92 -0.25 -0.53
H2 1.45 -0.06 -1.60
H3 1.80 1.14 -0.45
H4 -1.81 -1.77 0.87
H5 -2.25 -0.23 1.58
H6 -1.74 -0.26 -0.19
H7 1.75 -1.14 1.04
H8 -0.93 2.90 0.42

## Properties
ΔE to the lowest compared entry with this formula, charge and spin   10.2671 eV
E_LUMO (alpha / beta)   0.375 / 0.621 eV
HOMO level (alpha / beta)   -8.051 / -7.439 eV
Total energy   -9269.6434 eV

=====

2.
Here is 2 unconnected molecules or ions with the total composition C2H8N2O2 from OMol25. Energies are from ωB97M-V/def2-TZVPD.

Geometry (Å):
C1 -2.20 -1.05 1.17
N1 -1.08 -0.34 0.61
C2 -0.75 -0.15 -0.77
N2 0.31 0.62 -0.83
O1 -1.37 -0.68 -1.68
H1 -2.91 -1.30 0.44
H2 -2.52 -0.60 2.09
H3 -1.85 -2.10 1.55
H4 -0.42 0.18 1.28
H5 0.95 0.68 -1.61
H6 0.81 0.78 0.05
H7 3.34 2.02 -0.52
H8 4.20 0.96 -1.22
O2 3.49 1.00 -0.57

## Properties
ΔE to the lowest compared entry with this formula, charge and spin   1.0477 eV
E_LUMO   0.384 eV
HOMO level   -8.949 eV
Total energy   -9278.8629 eV

=====

3.
Here is 2 unconnected molecules or ions with the total composition C2H8N2O2 from OMol25. Energies are from ωB97M-V/def2-TZVPD.

Geometry (Å):
O1 -1.98 -0.63 -1.69
C1 -1.25 0.28 -1.68
N1 0.10 0.07 -1.38
C2 0.72 -0.96 -0.56
N2 0.07 -1.25 0.76
H1 -1.58 1.24 -2.03
H2 0.71 0.98 -1.37
H3 0.97 -1.96 -1.12
H4 1.80 -0.60 -0.32
H5 0.20 -0.48 1.49
H6 -0.88 -1.48 0.71
H7 0.09 2.16 2.15
H8 0.65 1.25 2.97
O2 0.36 1.39 2.07

## Properties
ΔE to the lowest compared entry with this formula, charge and spin   2.5145 eV
E_LUMO   0.441 eV
HOMO level   -9.001 eV
Total energy   -9277.3961 eV

=====

4.
Here is 2 unconnected molecules or ions with the total composition C2H8N2O2 from OMol25. Energies are from ωB97M-V/def2-TZVPD.

Geometry (Å):
N1 0.73 -1.78 -0.18
C1 1.77 -2.51 -0.88
N2 1.77 -2.26 -2.33
H1 0.35 -0.95 -0.51
H2 0.04 -2.16 0.53
H3 2.79 -2.29 -0.63
H4 1.59 -3.51 -0.54
H5 0.74 -2.34 -2.61
H6 2.10 -1.26 -2.42
O1 -0.85 3.17 1.85
C2 -1.17 2.38 0.93
O2 -2.38 1.66 0.99
H7 -0.61 2.22 0.01
H8 -2.21 0.76 0.72

## Properties
ΔE to the lowest compared entry with this formula, charge and spin   2.3640 eV
E_LUMO   0.211 eV
HOMO level   -9.095 eV
Total energy   -9277.5465 eV

=====

5.
Here is 2 unconnected molecules or ions with the total composition C2H8N2O2S2 from OMol25. Energies are from ωB97M-V/def2-TZVPD.

Geometry (Å):
C1 2.29 0.25 0.47
C2 1.48 1.16 -0.48
N1 0.71 2.11 -0.13
N2 -2.39 -1.10 -1.23
O1 -3.02 0.03 1.04
O2 -0.65 -0.74 0.63
S1 2.45 -1.35 -0.29
S2 -1.71 -0.07 -0.05
H1 3.34 0.55 0.46
H2 1.87 0.17 1.44
H3 1.73 1.12 -1.49
H4 0.62 2.05 0.83
H5 -2.87 0.12 2.04
H6 -1.80 -1.90 -1.58
H7 -3.23 -0.72 -1.55
H8 1.17 -1.68 -0.11

## Properties
ΔE to the lowest compared entry with this formula, charge and spin   1.2867 eV
E_LUMO (alpha / beta)   0.585 / -2.765 eV
HOMO level (alpha / beta)   -5.272 / -9.025 eV
Total energy   -30942.5576 eV
Multiplicity   3
<S²>   2.007

=====

6.
Here is 2 unconnected molecules or ions with the total composition C2H8N2O3 from OMol25. Energies are from ωB97M-V/def2-TZVPD.

Geometry (Å):
C1 -0.42 -1.44 -1.02
C2 2.05 1.37 1.58
N1 -2.47 -0.68 -1.93
N2 -1.85 -1.05 -0.92
O1 0.73 1.04 1.75
O2 -2.35 -1.33 0.18
O3 -0.05 1.34 0.59
H1 0.08 -0.58 -0.52
H2 -0.43 -2.35 -0.48
H3 -0.05 -1.72 -2.07
H4 2.34 2.50 1.39
H5 2.48 0.61 0.83
H6 2.60 1.18 2.49
H7 -1.69 -0.42 -2.65
H8 -0.99 1.53 0.78

## Properties
ΔE to the lowest compared entry with this formula, charge and spin   7.4037 eV
E_LUMO   0.672 eV
HOMO level   -10.021 eV
Total energy   -11319.5663 eV

=====

7.
Here is C2H8N2OP2 in the gas phase from OMol25. Energies are from ωB97M-V/def2-TZVPD.

Geometry (Å):
C1 0.41 0.75 -0.69
C2 1.64 -1.29 -0.04
N1 -2.28 -0.86 -0.06
N2 0.43 -0.56 -0.09
O1 -0.54 -2.94 0.08
P1 -2.91 0.71 -0.25
P2 -0.86 -1.50 -0.14
H1 0.03 1.52 -0.10
H2 1.45 0.97 -0.82
H3 -0.13 0.86 -1.63
H4 2.28 -1.01 0.80
H5 1.46 -2.37 0.00
H6 2.24 -1.15 -0.90
H7 -2.72 0.85 1.23
H8 -4.27 0.48 -0.08

## Properties
ΔE to the lowest compared entry with this formula, charge and spin   0.7194 eV
E_LUMO   0.239 eV
HOMO level   -8.879 eV
Total energy   -25808.3069 eV

=====

8.
Here is a molecular structure, C2H8N2S from OMol25. Energies are from ωB97M-V/def2-TZVPD.

Geometry (Å):
C1 -0.67 1.26 -1.19
C2 -0.09 -1.68 0.51
N1 0.48 0.63 -0.59
N2 0.28 0.22 0.67
S1 1.55 0.48 1.74
H1 -1.49 0.54 -1.10
H2 -0.99 2.19 -0.68
H3 -0.67 1.51 -2.28
H4 -0.92 -1.52 -0.12
H5 0.71 -2.31 0.03
H6 -0.31 -1.72 1.49
H7 1.24 0.58 -1.20
H8 0.88 -0.20 2.71

## Properties
ΔE to the lowest compared entry with this formula, charge and spin   1.5592 eV
E_LUMO (alpha / beta)   0.965 / -0.919 eV
HOMO level (alpha / beta)   -5.012 / -8.711 eV
Total energy   -16012.3418 eV
Multiplicity   3
<S²>   2.008

=====

9.
Here is a molecular structure, C2H8N2S from OMol25. Energies are from ωB97M-V/def2-TZVPD.

Geometry (Å):
C1 2.05 -0.57 -0.85
S1 1.90 0.09 0.84
H1 2.43 -1.59 -0.83
H2 2.69 0.09 -1.43
H3 1.06 -0.56 -1.31
N1 -0.97 -0.67 1.14
C2 -1.70 0.19 0.47
N2 -1.18 1.28 -0.10
H4 0.15 -0.38 1.03
H5 -1.55 -1.28 1.69
H6 -2.78 0.05 0.39
H7 -1.81 1.99 -0.45
H8 -0.30 1.37 -0.58

## Properties
Total charge   +1
ΔE to the lowest compared entry with this formula, charge and spin   0.5801 eV
E_LUMO (alpha / beta)   -3.613 / -6.736 eV
HOMO level (alpha / beta)   -14.334 / -13.976 eV
Total energy   -16011.0386 eV
Multiplicity   2
<S²>   0.753

=====

10.
Here is 2 unconnected molecules or ions with the total composition C2H8N2S2 from OMol25. Energies are from ωB97M-V/def2-TZVPD.

Geometry (Å):
C1 -1.22 -0.54 0.77
C2 1.31 0.42 -1.27
N1 1.56 0.36 1.17
N2 1.13 0.72 0.05
S1 -2.26 -1.94 1.12
S2 0.70 1.60 -2.39
H1 -0.65 -0.80 -0.15
H2 -0.44 -0.52 1.57
H3 2.28 -0.05 -1.47
H4 -1.83 0.32 0.69
H5 2.27 -0.41 1.04
H6 0.46 1.43 0.02
H7 -3.21 -1.37 1.97
H8 -0.11 0.78 -3.12

## Properties
ΔE to the lowest compared entry with this formula, charge and spin   3.3449 eV
E_LUMO   0.336 eV
HOMO level   -8.266 eV
Total energy   -26851.0990 eV

=====

11.
Here is a gas-phase ion, C2H8N3 (charge +1) from OMol25. Energies are from ωB97M-V/def2-TZVPD.

Geometry (Å):
C1 -0.79 -0.20 0.96
C2 0.49 -0.49 -1.11
N1 -1.50 0.36 1.95
N2 1.62 0.32 -1.25
N3 -0.19 0.20 -0.10
H1 -0.65 -1.25 1.02
H2 -0.09 -0.76 -1.96
H3 0.81 -1.47 -0.77
H4 -1.91 -0.27 2.63
H5 -1.88 1.31 1.99
H6 1.40 1.14 -1.78
H7 2.50 -0.11 -1.53
H8 0.20 1.22 -0.06

## Properties
Total charge   +1
ΔE to the lowest compared entry with this formula, charge and spin   1.7838 eV
E_LUMO   -3.632 eV
HOMO level   -14.290 eV
Total energy   -6666.8452 eV

=====

12.
Here is 2 unconnected molecules or ions with the total composition C2H8N3 from OMol25. Energies are from ωB97M-V/def2-TZVPD.

Geometry (Å):
C1 -1.71 -0.59 -0.11
C2 1.21 1.58 -0.35
N1 -0.81 0.43 -0.58
N2 1.19 -1.29 0.92
N3 0.30 0.53 -0.17
H1 -2.56 -0.73 -0.72
H2 -2.17 -0.29 0.78
H3 -1.24 -1.53 0.20
H4 1.65 1.35 -1.44
H5 2.10 1.39 0.27
H6 0.66 2.49 -0.40
H7 1.06 -2.04 0.23
H8 0.31 -1.30 1.36

## Properties
Total charge   +1
ΔE to the lowest compared entry with this formula, charge and spin   6.9125 eV
E_LUMO (alpha / beta)   -5.874 / -7.180 eV
HOMO level (alpha / beta)   -15.766 / -15.882 eV
Total energy   -6661.7166 eV

=====

13.
Here is a gas-phase ion, C2H8N3 (charge +1) from OMol25. Energies are from ωB97M-V/def2-TZVPD.

Geometry (Å):
C1 -1.90 0.56 -0.22
C2 0.63 -1.20 0.32
N1 1.70 0.79 -0.14
N2 -0.52 0.87 -0.39
N3 0.50 0.23 -0.03
H1 -2.28 0.79 -1.17
H2 -2.19 -0.38 0.21
H3 -2.18 1.33 0.51
H4 1.36 -1.69 -0.34
H5 -0.23 -1.86 0.11
H6 0.98 -1.54 1.27
H7 2.53 0.28 0.24
H8 1.60 1.84 -0.38

## Properties
Total charge   +1
ΔE to the lowest compared entry with this formula, charge and spin   4.4571 eV
E_LUMO   -4.951 eV
HOMO level   -15.251 eV
Total energy   -6664.1720 eV

=====

14.
Here is 2 unconnected molecules or ions with the total composition C2H8N3 from OMol25. Energies are from ωB97M-V/def2-TZVPD.

Geometry (Å):
C1 -1.96 1.54 -0.83
N1 -1.49 0.38 -0.93
H1 -1.79 2.12 0.08
H2 -2.55 2.03 -1.60
H3 -1.72 -0.12 -1.78
H4 1.84 0.55 -0.39
N2 0.05 -1.08 0.87
C2 1.35 -1.06 0.88
N3 2.11 -0.22 0.21
H5 -0.48 -0.43 0.22
H6 -0.38 -1.53 1.67
H7 1.92 -1.79 1.44
H8 3.11 -0.38 0.16

## Properties
Total charge   +1
ΔE to the lowest compared entry with this formula, charge and spin   1.0873 eV
E_LUMO   -3.171 eV
HOMO level   -14.751 eV
Total energy   -6667.5418 eV

=====

15.
Here is a gas-phase ion, C2H8N3 (charge +1) from OMol25. Energies are from ωB97M-V/def2-TZVPD.

Geometry (Å):
C1 1.79 -0.41 0.02
C2 -0.50 1.12 0.21
N1 -1.75 -0.87 -0.35
N2 0.51 -0.96 -0.34
N3 -0.52 -0.28 -0.11
H1 2.19 -1.00 0.87
H2 2.44 -0.71 -0.86
H3 1.68 0.75 0.15
H4 0.03 1.31 1.15
H5 -1.48 1.49 0.12
H6 0.08 1.66 -0.51
H7 -2.62 -0.23 -0.14
H8 -1.85 -1.85 -0.23

## Properties
Total charge   +1
ΔE to the lowest compared entry with this formula, charge and spin   4.2799 eV
E_LUMO   -5.206 eV
HOMO level   -15.426 eV
Total energy   -6664.3492 eV

=====

16.
Here is 2 unconnected molecules or ions with the total composition C2H8N3O from OMol25. Energies are from ωB97M-V/def2-TZVPD.

Geometry (Å):
C1 1.59 -0.90 0.87
N1 2.72 -0.16 1.05
O1 0.43 -0.52 0.54
H1 1.68 -2.07 1.07
H2 3.60 -0.37 1.41
H3 2.73 0.75 0.61
N2 -1.74 -0.74 -0.96
C2 -2.00 0.52 -0.74
N3 -1.25 1.42 -0.09
H4 -0.89 -1.24 -0.78
H5 -2.36 -1.27 -1.75
H6 -2.84 0.96 -1.22
H7 -1.38 2.38 -0.23
H8 -0.29 1.24 0.23

## Properties
Total charge   +1
ΔE to the lowest compared entry with this formula, charge and spin   1.0307 eV
E_LUMO   -3.189 eV
HOMO level   -14.543 eV
Total energy   -8715.4450 eV

=====

17.
Here is 2 unconnected molecules or ions with the total composition C2H8N3O from OMol25. Energies are from ωB97M-V/def2-TZVPD.

Geometry (Å):
C1 -0.10 -0.04 -1.94
N1 0.82 -0.55 -2.78
O1 -0.21 -0.35 -0.73
H1 -0.75 0.88 -2.28
H2 1.60 0.09 -3.21
H3 0.97 -1.47 -3.10
N2 -0.87 0.99 1.26
C2 -0.35 0.31 2.25
N3 0.50 -0.66 1.95
H4 -1.19 0.23 0.55
H5 -1.29 1.94 1.34
H6 -0.50 0.98 3.13
H7 0.77 -1.38 2.57
H8 0.61 -0.98 1.00

## Properties
Total charge   +1
ΔE to the lowest compared entry with this formula, charge and spin   2.6564 eV
E_LUMO   -3.712 eV
HOMO level   -14.168 eV
Total energy   -8713.8193 eV

=====

18.
Here is a gas-phase ion, C2H8N3O4S (charge -1) from OMol25. Energies are from ωB97M-V/def2-TZVPD.

Geometry (Å):
N1 0.54 -1.43 0.48
C1 0.86 -0.07 0.02
N2 1.05 0.88 1.12
N3 2.19 -0.21 -0.65
C2 -0.18 0.45 -1.06
O1 -1.32 1.11 -0.49
S1 -2.37 0.07 0.25
O2 -2.29 -1.27 -0.34
O3 -3.75 0.57 0.11
O4 -2.00 0.12 1.74
H1 -0.03 -1.39 1.33
H2 1.43 -1.87 0.70
H3 0.35 0.76 1.85
H4 1.12 1.84 0.80
H5 2.39 0.61 -1.21
H6 2.09 -1.06 -1.21
H7 -0.45 -0.34 -1.80
H8 0.37 1.23 -1.65

## Properties
Total charge   -1
E_LUMO   3.631 eV
HOMO level   -4.979 eV
Total energy   -25700.9342 eV